{"formula": "C50H55Br2N4OPS2SbSi2W", "method": "ωB97M-V with the def2-TZVPD basis set", "multiplicity": 3, "s_squared": 2.050, "total_charge": -1, "e_tot_ha": -9404.8069, "species": ["W", "Br", "C", "C", "C", "Br", "C", "C", "C", "C", "N", "C", "C", "O", "H", "H", "H", "H", "S", "C", "C", "N", "C", "S", "C", "N", "N", "C", "C", "C", "C", "C", "C", "C", "C", "Sb", "C", "C", "C", "C", "C", "C", "C", "C", "C", "C", "C", "C", "C", "C", "H", "H", "H", "H", "H", "H", "H", "H", "H", "H", "H", "H", "H", "H", "H", "H", "H", "H", "H", "H", "H", "C", "P", "C", "C", "C", "C", "C", "C", "C", "H", "H", "H", "H", "H", "H", "H", "H", "H", "H", "H", "C", "Si", "C", "C", "C", "Si", "C", "C", "C", "H", "H", "H", "H", "H", "H", "H", "H", "H", "H", "H", "H", "H", "H", "H", "H", "H", "H", "H"], "xyz": [[1.0102, 0.2193, -0.6223], [4.3637, -2.5395, 2.2350], [3.9659, -0.6998, 2.4084], [4.6703, 0.0627, 3.3539], [4.3687, 1.3781, 3.5521], [5.3481, 2.3586, 4.8483], [3.3287, 2.0089, 2.8252], [2.8956, 3.3461, 2.9920], [1.8319, 3.7950, 2.2693], [1.1951, 2.9396, 1.3507], [1.5851, 1.6998, 1.1449], [2.6478, 1.2305, 1.8749], [2.9714, -0.1361, 1.6369], [2.2690, -0.7684, 0.7403], [5.4532, -0.4114, 3.9289], [3.4108, 3.9906, 3.6909], [1.4632, 4.8065, 2.3668], [0.3526, 3.2890, 0.7715], [0.3130, 2.3547, -1.6392], [1.6980, 3.4147, -1.5250], [1.4341, 4.8141, -1.6525], [1.2004, 5.9388, -1.7277], [2.9484, 2.9522, -1.2955], [3.2790, 1.2615, -1.1352], [4.0579, 3.8516, -1.1914], [4.9662, 4.5515, -1.0971], [-1.7896, -0.4559, -2.2423], [-0.8115, -0.2001, -1.6786], [-3.1723, 2.3003, -0.7180], [-2.7230, 2.9485, 0.5616], [-3.1097, 4.2639, 0.8101], [-2.7435, 4.9290, 1.9697], [-1.9831, 4.2687, 2.9199], [-1.5913, 2.9569, 2.6889], [-1.9410, 2.2846, 1.5207], [-1.4777, 0.1873, 1.2420], [-3.9208, 0.0549, 1.6052], [-4.3492, 0.8764, 2.6427], [-5.7047, 1.0941, 2.8428], [-6.6257, 0.4944, 1.9939], [-6.1874, -0.3183, 0.9637], [-4.8258, -0.5583, 0.7473], [-4.4082, -1.4312, -0.4031], [-0.9063, -0.2245, 3.3149], [0.1790, 0.4264, 3.9031], [0.5949, 0.1717, 5.2004], [-0.0959, -0.7571, 5.9608], [-1.1801, -1.4120, 5.4021], [-1.5979, -1.1726, 4.0911], [-2.7590, -2.0015, 3.5979], [-4.0309, 2.8306, -1.1312], [-3.4597, 1.2600, -0.5736], [-2.3793, 2.3143, -1.4661], [-3.7188, 4.7725, 0.0716], [-3.0606, 5.9518, 2.1305], [-1.6953, 4.7634, 3.8398], [-1.0145, 2.4558, 3.4535], [-3.6351, 1.3564, 3.3010], [-6.0399, 1.7347, 3.6502], [-7.6864, 0.6668, 2.1317], [-6.9116, -0.7756, 0.2967], [-3.3269, -1.4752, -0.5027], [-4.7878, -2.4466, -0.2782], [-4.8002, -1.0443, -1.3460], [0.7105, 1.1853, 3.3482], [1.4491, 0.7008, 5.6055], [0.2077, -0.9759, 6.9770], [-1.7173, -2.1494, 5.9890], [-2.7063, -3.0040, 4.0272], [-2.7912, -2.0881, 2.5130], [-3.7124, -1.5593, 3.8921], [0.4525, -2.8955, 1.5581], [0.4180, -2.3931, -0.1972], [1.7364, -3.4746, -0.8352], [-1.0462, -3.2753, -0.8369], [-1.2317, -3.3962, -2.2141], [-2.2849, -4.1368, -2.7217], [-3.1690, -4.7753, -1.8614], [-2.9989, -4.6583, -0.4922], [-1.9481, -3.9058, 0.0165], [0.4426, -3.9854, 1.6172], [-0.3920, -2.5044, 2.1199], [1.3677, -2.5192, 2.0049], [2.6829, -3.1813, -0.3863], [1.8019, -3.3910, -1.9150], [1.5055, -4.5087, -0.5733], [-0.5614, -2.8944, -2.8993], [-2.4204, -4.2070, -3.7932], [-3.9925, -5.3543, -2.2604], [-3.6908, -5.1402, 0.1875], [-1.8393, -3.8223, 1.0892], [3.1843, -3.0299, -3.8849], [3.3676, -1.3407, -3.0026], [4.4697, -1.6500, -1.4920], [4.5370, -0.3662, -4.1279], [1.6127, -0.6315, -2.7063], [1.2365, 0.4071, -4.2714], [-0.5099, 1.0167, -4.6650], [2.3194, 1.9388, -4.5209], [1.5097, -0.7550, -5.7567], [3.5741, -3.8439, -3.2688], [3.7573, -3.0278, -4.8158], [2.1518, -3.2717, -4.1487], [4.8403, -2.6793, -1.5028], [3.9762, -1.4886, -0.5382], [5.3319, -0.9812, -1.5267], [5.3654, -1.0478, -4.3515], [4.9497, 0.4982, -3.6066], [4.1188, -0.0301, -5.0750], [0.9740, -1.5018, -2.9234], [-0.6454, 2.0582, -4.3733], [-1.3105, 0.4326, -4.2220], [-0.6083, 0.9561, -5.7546], [3.2140, 1.9704, -3.9048], [1.7330, 2.8354, -4.3133], [2.6330, 1.9849, -5.5683], [0.6309, -1.3995, -5.8647], [2.3868, -1.3978, -5.7275], [1.5762, -0.1448, -6.6632]], "forces_ev_per_angstrom": [[1.552, -0.479, -1.716], [0.011, 0.028, -0.015], [-0.064, 0.055, 0.015], [0.031, -0.037, 0.043], [-0.007, 0.023, -0.007], [0.006, -0.004, 0.006], [-0.068, -0.070, -0.060], [0.007, -0.008, -0.002], [0.047, 0.043, -0.036], [0.080, -0.057, -0.060], [-0.232, -0.117, 0.411], [-0.058, 0.022, 0.105], [-0.157, 0.171, 0.142], [0.097, -0.026, -0.269], [0.002, 0.017, 0.008], [-0.015, -0.001, 0.010], [0.010, -0.001, 0.020], [-0.008, -0.034, 0.007], [-0.140, 0.042, 0.082], [-0.036, -0.031, 0.035], [0.043, 0.014, 0.010], [-0.029, 0.024, -0.018], [-0.044, -0.049, -0.014], [0.016, 0.127, 0.051], [0.008, -0.017, -0.035], [0.026, 0.026, 0.016], [-0.038, -0.030, 0.150], [-0.157, 0.332, 0.080], [0.053, 0.033, -0.021], [0.050, -0.021, -0.035], [0.022, 0.001, 0.002], [-0.006, -0.009, -0.011], [0.007, 0.011, -0.019], [-0.010, -0.023, 0.030], [0.148, 0.125, -0.078], [-2.180, 0.140, 0.979], [1.507, 0.261, -0.114], [-0.293, -0.194, -0.027], [0.042, -0.011, 0.096], [-0.057, -0.006, -0.024], [-0.009, -0.068, 0.004], [0.017, 0.057, 0.117], [-0.021, 0.070, 0.005], [-0.437, -0.063, 0.139], [0.018, 0.148, -0.134], [0.004, -0.016, -0.008], [-0.024, 0.002, -0.011], [0.045, -0.002, -0.009], [0.136, -0.109, 0.007], [0.013, -0.027, -0.017], [-0.009, -0.013, 0.003], [-0.002, -0.005, -0.017], [0.016, 0.004, 0.006], [0.005, 0.003, -0.007], [0.008, 0.003, 0.001], [-0.004, -0.002, 0.005], [-0.013, 0.002, 0.007], [0.010, 0.010, -0.014], [0.004, 0.000, 0.003], [-0.001, 0.004, -0.005], [0.004, -0.003, -0.006], [0.016, -0.039, -0.034], [-0.003, -0.021, -0.001], [0.012, -0.005, -0.007], [0.029, -0.042, -0.013], [0.008, -0.005, -0.006], [0.002, 0.002, 0.001], [-0.003, 0.003, 0.003], [0.008, -0.003, -0.011], [0.040, -0.040, -0.009], [0.003, 0.010, -0.005], [-0.121, -0.096, -0.023], [0.171, 0.077, 0.143], [-0.050, -0.042, 0.038], [-0.014, -0.019, 0.087], [-0.003, -0.008, -0.021], [0.005, 0.005, 0.008], [-0.007, 0.009, -0.007], [-0.016, 0.026, 0.001], [0.003, -0.032, -0.016], [0.001, 0.001, 0.013], [-0.007, 0.023, 0.019], [0.007, 0.008, -0.016], [-0.002, 0.009, -0.011], [0.000, -0.010, 0.002], [-0.002, 0.004, 0.016], [0.008, 0.001, 0.003], [0.004, -0.005, -0.002], [0.000, -0.001, 0.001], [0.004, -0.004, 0.002], [0.002, -0.011, 0.003], [0.003, -0.009, -0.011], [-0.045, 0.062, 0.019], [-0.001, -0.036, -0.013], [-0.014, -0.021, 0.012], [-0.032, -0.024, 0.078], [0.007, 0.010, 0.045], [0.045, -0.012, -0.069], [-0.026, -0.037, -0.037], [-0.001, -0.020, -0.006], [-0.007, -0.002, 0.001], [0.006, -0.002, 0.004], [-0.003, 0.009, -0.002], [0.016, 0.005, -0.009], [-0.008, 0.007, 0.004], [0.004, -0.003, -0.008], [0.016, 0.018, 0.011], [-0.011, 0.013, -0.003], [-0.009, -0.019, -0.011], [0.014, -0.027, 0.031], [-0.023, -0.016, 0.050], [0.017, -0.028, -0.059], [0.015, 0.061, -0.007], [0.011, -0.013, 0.010], [0.007, 0.004, 0.004], [-0.004, 0.010, -0.001], [0.012, -0.013, 0.008], [0.027, 0.026, 0.003], [-0.038, -0.007, -0.005]]}

---

{"formula": "C50H55F2IN3O12Si", "method": "ωB97M-V with the def2-TZVPD basis set", "multiplicity": 1, "total_charge": 1, "e_tot_ha": -3791.8462, "species": ["C", "C", "C", "C", "C", "C", "C", "C", "N", "C", "C", "O", "I", "C", "N", "O", "N", "O", "C", "C", "C", "C", "O", "C", "F", "F", "C", "C", "Si", "C", "C", "C", "C", "C", "C", "C", "C", "H", "H", "H", "H", "H", "H", "H", "H", "H", "H", "H", "H", "H", "H", "H", "H", "H", "H", "H", "H", "H", "H", "H", "H", "H", "H", "H", "H", "H", "H", "H", "H", "H", "H", "H", "H", "H", "H", "H", "C", "C", "C", "O", "C", "C", "C", "O", "H", "H", "H", "H", "C", "C", "C", "O", "C", "C", "C", "O", "H", "H", "H", "H", "C", "C", "C", "O", "C", "C", "C", "O", "H", "H", "H", "H", "C", "C", "C", "O", "C", "C", "C", "O", "H", "H", "H", "H"], "xyz": [[-1.2656, 2.0912, -2.0680], [-2.0625, 1.2630, -1.7293], [-3.0678, 0.2713, -1.3232], [-3.1102, -0.9273, -2.2879], [-4.4987, -1.6356, -2.4363], [-5.7061, -1.1603, -1.6145], [-5.7057, -1.2919, -0.0907], [-6.8823, -0.4456, 0.4795], [-4.1974, -3.1358, -2.5181], [-4.7285, -4.0678, -1.5011], [-6.2023, -4.2956, -1.7652], [-6.7118, -4.0542, -2.8108], [-7.3421, -5.1147, -0.1532], [-2.7304, -3.2187, -2.8845], [-2.2349, -4.5465, -2.8564], [-2.7818, -2.7925, -4.2704], [-2.6654, -3.8568, -5.2889], [-3.3376, -3.5888, -6.1818], [-1.9772, -2.0431, -2.1880], [-0.7756, -1.4985, -2.9736], [0.3673, -2.4543, -3.3548], [1.5732, -1.6164, -3.8087], [0.7470, -3.2695, -2.2520], [-1.7194, -2.3463, -0.6842], [-2.9368, -2.2954, -0.0270], [-1.3340, -3.6614, -0.5151], [-0.6907, -1.4990, 0.0111], [-0.4985, -1.8888, 1.5033], [0.9797, -3.0018, 1.8559], [1.2535, -2.9338, 3.7232], [0.7183, -4.8078, 1.3893], [2.5458, -2.3585, 1.0481], [3.1241, -1.1420, 1.4220], [4.2985, -0.6755, 0.8574], [4.9497, -1.4233, -0.1182], [4.3889, -2.6336, -0.5139], [3.2082, -3.0883, 0.0552], [-0.5806, 2.8885, -2.2377], [-2.8944, 0.0089, -0.2821], [-4.0261, 0.7943, -1.3490], [-2.9903, -0.4523, -3.2598], [-4.8051, -1.4188, -3.4589], [-6.5925, -1.6450, -2.0294], [-5.8024, -0.1036, -1.8682], [-5.8951, -2.3142, 0.2313], [-4.7927, -0.9125, 0.3558], [-6.6598, -0.0532, 1.4663], [-7.7649, -1.0876, 0.5393], [-7.1338, 0.3459, -0.2190], [-4.6543, -3.4277, -3.3898], [-4.5542, -3.7412, -0.4833], [-4.2582, -5.0487, -1.5940], [-1.2307, -4.5309, -2.9944], [-2.3618, -4.9703, -1.9476], [-0.3439, -0.6702, -2.4133], [-1.1114, -1.0702, -3.9150], [0.0443, -3.0575, -4.2135], [1.7305, -0.8089, -3.0915], [1.4328, -1.1957, -4.8038], [2.4664, -2.2396, -3.7871], [1.1076, -4.0932, -2.5970], [-0.9314, -0.4375, -0.0249], [0.2722, -1.5959, -0.4917], [-0.3096, -0.9580, 2.0443], [-1.4155, -2.3149, 1.9172], [0.3384, -3.1653, 4.2703], [2.0254, -3.6437, 4.0231], [1.6076, -1.9341, 3.9846], [-0.3088, -5.1146, 1.5828], [1.4245, -5.4237, 1.9471], [0.9418, -4.9636, 0.3315], [2.6634, -0.5382, 2.1980], [4.7336, 0.2581, 1.1723], [5.8835, -1.0957, -0.5559], [4.9059, -3.2205, -1.2644], [2.8414, -4.0488, -0.2860], [-9.2932, 2.1445, -3.4018], [-8.8118, 1.9595, -2.1753], [-7.7508, 2.8396, -1.6246], [-7.3050, 2.6641, -0.5080], [-7.2508, 3.9365, -2.4885], [-7.7311, 4.1231, -3.7153], [-8.7903, 3.2415, -4.2702], [-9.2270, 3.4069, -5.3860], [-10.0672, 1.5168, -3.8249], [-9.1677, 1.1699, -1.5249], [-6.4804, 4.5671, -2.0632], [-7.3810, 4.9163, -4.3635], [-1.5954, 4.2866, 2.3836], [-1.2721, 3.3370, 1.5098], [-0.1447, 2.4089, 1.7679], [0.1502, 1.5409, 0.9699], [0.6103, 2.5753, 3.0330], [0.2886, 3.5243, 3.9081], [-0.8410, 4.4555, 3.6535], [-1.1373, 5.3181, 4.4481], [-2.4134, 4.9764, 2.2187], [-1.8065, 3.1942, 0.5782], [1.4298, 1.8863, 3.1968], [0.8251, 3.6653, 4.8376], [7.8393, 0.9765, 4.0972], [9.1645, 1.0139, 4.0022], [9.8394, 1.1310, 2.6890], [11.0470, 1.1751, 2.5978], [8.9780, 1.2026, 1.4793], [7.6522, 1.1612, 1.5750], [6.9798, 1.0453, 2.8943], [5.7681, 1.0093, 2.9799], [7.3276, 0.9012, 5.0472], [9.8096, 0.9726, 4.8700], [9.4918, 1.2902, 0.5302], [7.0070, 1.2135, 0.7066], [7.6138, 5.6913, 3.4394], [8.0621, 6.7623, 2.7906], [9.5074, 7.1065, 2.7785], [9.9149, 8.0812, 2.1875], [10.4313, 6.2084, 3.5175], [9.9813, 5.1382, 4.1672], [8.5382, 4.7969, 4.1781], [8.1275, 3.8157, 4.7641], [6.5656, 5.4205, 3.4628], [7.4071, 7.4300, 2.2455], [11.4797, 6.4765, 3.4937], [10.6369, 4.4698, 4.7111]], "forces_ev_per_angstrom": [[-0.102, 0.111, 0.280], [-0.031, -0.096, -0.056], [0.174, 0.303, 0.039], [-0.161, -0.017, -0.024], [-0.057, 0.705, -0.120], [0.493, -0.746, 0.302], [-0.880, 0.866, 0.303], [0.047, -0.939, -0.591], [-0.198, -0.316, -0.105], [-0.083, -0.241, 0.771], [-0.516, -0.113, 0.087], [0.192, 0.065, -0.142], [0.360, 0.097, -0.182], [1.610, 0.358, -1.668], [-0.544, -0.352, 0.486], [-0.447, 0.357, 0.729], [-0.136, -0.430, -0.466], [0.309, 0.059, 0.154], [-1.699, 0.852, 0.398], [0.758, -0.671, 0.124], [0.331, 0.715, -0.403], [-0.210, -0.192, 0.308], [-0.516, -0.288, -0.109], [0.985, -0.220, -0.251], [-0.059, 0.012, -0.025], [-0.264, 0.010, 0.015], [0.234, 0.312, 0.794], [-0.005, 0.091, -0.535], [0.227, -0.459, 0.845], [0.005, 0.073, -0.462], [0.217, 0.431, -0.357], [0.031, -0.043, -0.420], [-0.177, 0.091, 0.234], [0.325, -0.047, -0.442], [-0.490, -0.324, 0.142], [0.352, 0.202, -0.075], [0.164, -0.042, -0.068], [0.063, -0.108, -0.184], [-0.093, -0.097, -0.029], [-0.062, -0.113, -0.022], [0.277, -0.166, -0.056], [0.048, -0.122, -0.027], [-0.083, 0.116, 0.020], [-0.010, 0.007, -0.084], [0.403, -0.094, 0.030], [0.186, -0.266, -0.123], [-0.063, 0.120, -0.007], [-0.061, 0.118, 0.172], [0.084, 0.345, 0.308], [-0.124, -0.086, 0.136], [0.055, 0.262, -0.082], [-0.005, 0.039, -0.224], [0.018, 0.071, -0.118], [0.161, 0.075, 0.107], [-0.151, -0.023, 0.153], [-0.183, 0.021, 0.048], [-0.046, -0.249, 0.174], [0.080, 0.033, -0.050], [0.006, 0.011, -0.005], [0.016, 0.000, -0.202], [0.265, 0.111, 0.102], [-0.137, -0.056, -0.282], [-0.143, -0.133, -0.261], [-0.016, -0.036, 0.084], [0.037, -0.003, 0.083], [0.016, 0.090, 0.084], [0.001, -0.013, -0.003], [-0.113, -0.013, 0.196], [0.041, -0.143, 0.069], [-0.129, -0.057, 0.125], [-0.210, -0.053, -0.027], [-0.052, -0.010, -0.026], [-0.140, 0.080, 0.168], [-0.007, 0.091, 0.008], [-0.112, -0.096, 0.012], [-0.166, 0.022, 0.103], [0.009, -0.040, 0.047], [-0.008, -0.014, -0.033], [-0.019, 0.066, 0.037], [0.033, 0.025, -0.110], [0.007, 0.013, -0.046], [0.039, 0.004, 0.044], [-0.022, 0.019, -0.025], [0.017, -0.016, -0.004], [-0.007, 0.026, -0.024], [-0.004, 0.024, 0.027], [-0.011, -0.006, 0.029], [-0.027, -0.003, -0.020], [-0.007, -0.032, -0.044], [-0.043, 0.033, 0.007], [0.038, 0.013, 0.019], [-0.034, -0.095, 0.036], [0.015, 0.013, 0.028], [0.024, -0.043, -0.016], [-0.002, 0.023, 0.022], [-0.001, -0.002, -0.004], [0.005, 0.015, 0.031], [0.029, -0.022, -0.004], [0.007, 0.000, -0.026], [-0.018, 0.022, 0.008], [0.045, -0.146, 0.004], [-0.038, -0.099, 0.015], [0.037, 0.021, 0.016], [-0.009, 0.023, -0.008], [-0.048, 0.003, -0.037], [0.025, 0.025, -0.004], [-0.032, 0.011, 0.062], [0.109, 0.142, 0.078], [-0.027, 0.038, -0.009], [0.019, 0.011, -0.012], [0.030, -0.006, 0.016], [-0.020, 0.008, 0.013], [-0.011, 0.034, -0.040], [-0.039, -0.041, 0.015], [0.020, 0.027, -0.009], [-0.007, -0.007, -0.004], [0.004, -0.044, 0.026], [0.029, 0.030, -0.008], [-0.011, -0.023, 0.007], [0.005, 0.113, 0.020], [0.007, -0.023, 0.023], [0.027, 0.023, -0.005], [-0.006, 0.022, -0.018], [-0.020, -0.016, 0.005]]}